This record from the Open Molecules 2025 dataset describes the ion C9H15N5 with charge +2. The level of theory is the ωB97M-V functional and the def2-TZVPD basis.

Output
total charge: +2
HOMO-LUMO gap (alpha / beta): 6.214 / 6.211 eV
SMILES: CC/[NH+]=C/[NH+]=N/c1c(C)cncc1N
LUMO level (alpha / beta): -9.9 / -9.9 eV
HOMO level (alpha / beta): -0.592 / -0.592 hartree
energy relative to the best compared isomer or geometry (same formula, charge and spin): 75.6 kcal/mol

Atoms and positions in Å:
C1 -4.466 -0.724 0.446
C2 -3.729 0.520 -0.107
N1 -2.316 0.414 0.007
C3 -1.577 1.399 0.479
N2 -0.288 1.443 0.462
N3 0.395 0.398 0.000
C4 1.664 0.230 -0.109
C5 1.866 -1.333 -0.144
C6 0.721 -2.163 -0.517
C7 3.161 -1.803 0.066
N4 4.213 -0.987 0.302
C8 4.129 0.314 0.480
C9 2.907 0.917 0.026
N5 3.088 2.152 -0.448
H1 -4.583 -0.600 1.521
H2 -5.479 -0.644 -0.127
H3 -4.048 -1.707 0.097
H4 -4.096 1.499 0.100
H5 -3.758 0.259 -1.207
H6 -1.940 -0.529 -0.270
H7 -1.988 2.331 1.046
H8 0.099 2.355 0.528
H9 -0.153 -1.956 0.019
H10 0.529 -1.770 -1.529
H11 0.967 -3.320 -0.711
H12 3.345 -2.830 0.044
H13 5.003 0.762 0.960
H14 2.343 2.654 -1.056
H15 3.993 2.719 -0.358

This record from the Open Molecules 2025 dataset describes a cluster of 4 separate species, C40H63BrFI2NO11P in total. The level of theory is the ωB97M-V functional and the def2-TZVPD basis.

Output
total charge: +1
HOMO-LUMO gap: 6.550 eV
LUMO level: -4.2 eV
HOMO level: -0.394 hartree

Atoms and positions in Å:
C1 6.451 0.141 2.069
C2 5.210 0.527 1.215
C3 4.751 -0.647 0.300
C4 3.260 -0.911 0.554
C5 2.760 -2.128 -0.233
C6 1.235 -2.309 -0.170
C7 0.689 -2.331 1.272
C8 -0.593 -1.509 1.466
C9 -0.298 0.001 1.246
C10 -1.189 0.825 2.214
C11 -1.748 2.096 1.624
C12 -3.044 2.096 1.174
C13 -3.954 0.894 1.184
F1 -3.331 -0.224 0.672
C14 -4.494 0.632 2.615
C15 -4.666 -0.855 2.931
C16 -3.574 3.270 0.681
C17 -5.015 3.389 0.228
O1 -5.854 3.606 1.062
O2 -5.415 3.273 -1.073
Br1 -4.172 2.531 -2.210
C18 -2.793 4.415 0.617
C19 -3.517 5.585 0.038
C20 -4.259 6.426 0.835
C21 -4.975 7.473 0.333
C22 -5.001 7.714 -1.017
C23 -4.262 6.887 -1.825
C24 -3.554 5.841 -1.314
C25 -1.498 4.400 1.064
C26 -0.672 5.660 1.021
I1 -0.178 6.187 -1.020
C27 -1.284 6.850 1.889
C28 -0.329 7.158 3.074
I2 -1.384 8.687 0.763
N1 -0.990 3.216 1.545
P1 0.705 3.285 2.041
O3 1.459 3.751 0.896
O4 1.326 1.938 2.557
O5 0.738 4.292 3.257
H1 6.692 -0.912 1.968
H2 6.183 0.330 3.108
H3 7.310 0.744 1.786
H4 4.377 0.798 1.866
H5 5.488 1.386 0.606
H6 4.843 -0.351 -0.746
H7 5.320 -1.544 0.526
H8 2.646 -0.041 0.292
H9 3.159 -1.050 1.634
H10 3.215 -3.053 0.118
H11 3.041 -1.946 -1.273
H12 0.701 -1.551 -0.753
H13 0.988 -3.270 -0.618
H14 1.422 -2.068 2.034
H15 0.405 -3.368 1.474
H16 -0.929 -1.691 2.491
H17 -1.338 -1.898 0.775
H18 -0.600 0.219 0.223
H19 0.760 0.106 1.430
H20 -0.662 1.097 3.131
H21 -1.977 0.167 2.547
H22 -4.838 1.037 0.560
H23 -5.377 1.233 2.822
H24 -3.719 1.007 3.289
H25 -5.283 -1.366 2.197
H26 -5.110 -0.934 3.922
H27 -3.691 -1.331 3.014
H28 -4.281 6.251 1.903
H29 -5.549 8.089 1.009
H30 -5.580 8.529 -1.421
H31 -4.281 7.105 -2.883
H32 -3.015 5.204 -1.999
H33 0.314 5.563 1.439
H34 -2.232 6.581 2.333
H35 -0.673 6.594 3.940
H36 0.715 6.988 2.823
H37 -0.415 8.208 3.336
H38 2.264 1.916 2.302
H39 0.893 3.825 4.092
O6 5.084 -2.804 3.775
C29 6.125 -3.342 4.037
O7 7.171 -3.213 3.201
C30 8.498 -3.651 3.507
C31 8.694 -5.115 3.176
C32 6.261 -4.239 5.246
H40 8.755 -3.419 4.541
H41 9.155 -3.048 2.882
H42 8.040 -5.752 3.772
H43 9.726 -5.414 3.357
H44 8.452 -5.301 2.129
H45 5.906 -5.236 4.988
H46 5.638 -3.834 6.040
H47 7.272 -4.301 5.640
O8 0.535 -4.989 -1.483
C33 0.752 -5.508 -2.545
O9 2.021 -5.717 -2.922
C34 2.392 -6.487 -4.071
C35 2.385 -5.649 -5.333
C36 -0.367 -5.845 -3.494
H48 1.770 -7.379 -4.159
H49 3.404 -6.836 -3.872
H50 1.389 -5.269 -5.558
H51 2.729 -6.237 -6.184
H52 3.038 -4.785 -5.214
H53 -0.616 -4.958 -4.073
H54 -1.231 -6.144 -2.906
H55 -0.146 -6.668 -4.168
O10 -3.253 -3.437 -7.909
C37 -4.146 -2.885 -7.333
O11 -4.119 -1.544 -7.210
C38 -5.212 -0.780 -6.708
C39 -5.196 -0.692 -5.193
C40 -5.256 -3.665 -6.665
H56 -6.159 -1.160 -7.093
H57 -5.087 0.218 -7.127
H58 -5.305 -1.672 -4.728
H59 -6.005 -0.051 -4.840
H60 -4.245 -0.281 -4.850
H61 -4.925 -3.977 -5.676
H62 -5.459 -4.548 -7.267
H63 -6.193 -3.121 -6.581

This record from the Open Molecules 2025 dataset describes a cluster of 4 separate species, C5H21N3O3 in total. The level of theory is the ωB97M-V functional and the def2-TZVPD basis.

Output
HOMO-LUMO gap: 9.438 eV
SMILES: NCCCCNCN.O.O.O
LUMO level: 0.2 eV
HOMO level: -0.339 hartree
energy relative to the best compared isomer or geometry (same formula, charge and spin): 65.9 kcal/mol

Atoms and positions in Å:
N1 -1.550 -1.648 2.784
C1 -1.586 -1.415 1.312
C2 -1.684 -0.097 0.585
C3 -0.510 0.901 0.710
C4 0.713 0.717 -0.344
N2 -0.135 0.708 -1.717
C5 0.895 0.900 -2.804
N3 0.179 1.275 -4.037
H1 -2.119 -0.997 3.375
H2 -0.645 -1.386 3.057
H3 -0.816 -2.099 0.900
H4 -2.441 -2.155 1.104
H5 -2.692 0.293 0.699
H6 -1.778 -0.293 -0.498
H7 -0.802 1.902 0.593
H8 -0.088 0.808 1.752
H9 1.333 1.700 -0.265
H10 1.280 -0.236 -0.275
H11 -0.396 -0.332 -1.840
H12 1.528 1.684 -2.546
H13 1.645 0.206 -3.079
H14 -0.288 2.130 -4.034
H15 -0.343 0.530 -4.358
O1 1.324 -1.118 2.572
H16 2.132 -0.574 2.432
H17 1.477 -1.617 3.452
O2 2.180 -3.516 2.454
H18 1.283 -3.744 2.205
H19 2.499 -2.754 1.931
O3 -0.602 3.621 -2.070
H20 -0.635 2.777 -1.907
H21 0.235 3.893 -2.321

This record from the Open Molecules 2025 dataset describes a structure of composition C31H38CuNO2. The level of theory is the ωB97M-V functional and the def2-TZVPD basis.

Output
total charge: -1
HOMO-LUMO gap (alpha / beta): 4.690 / 3.675 eV
spin multiplicity: 2
LUMO level (alpha / beta): 2.0 / 1.0 eV
HOMO level (alpha / beta): -0.099 / -0.099 hartree

Atoms and positions in Å:
O1 -0.335 -0.887 -4.909
C1 -0.308 0.430 -5.573
C2 -0.239 -0.109 -6.992
H1 0.585 0.999 -5.284
H2 -1.215 1.012 -5.379
C3 -0.224 -1.463 -6.256
H3 0.685 0.151 -7.510
H4 -1.125 0.060 -7.606
C4 1.089 -2.184 -6.479
H5 1.943 -1.531 -6.268
H6 1.147 -2.502 -7.530
H7 1.147 -3.079 -5.852
C5 -1.415 -2.343 -6.575
H8 -2.356 -1.806 -6.412
H9 -1.389 -3.238 -5.944
H10 -1.366 -2.661 -7.625
Cu1 -1.190 -2.111 0.268
C6 -2.814 -1.412 2.256
C7 -2.148 -0.168 2.193
C8 -2.005 0.214 0.833
H11 -1.821 0.425 3.047
C9 -2.674 -0.773 0.021
C10 -3.091 -1.850 0.920
H12 -3.610 -2.772 0.626
H13 -3.111 -1.932 3.167
H14 -1.496 1.108 0.466
H15 -2.959 -0.661 -1.021
C11 0.233 -2.721 2.563
C12 -0.114 -3.552 1.452
C13 0.574 -3.032 0.277
H16 -0.686 -4.484 1.499
C14 1.301 -1.860 0.700
C15 1.074 -1.676 2.092
H17 1.466 -0.877 2.705
H18 -0.046 -2.894 3.595
H19 0.586 -3.517 -0.709
H20 1.976 -1.280 0.071
O2 1.509 1.432 -2.005
C16 0.527 0.374 -2.183
C17 -0.856 0.990 -2.513
H21 0.489 -0.232 -1.250
H22 0.885 -0.291 -2.999
C18 -0.512 2.424 -2.941
H23 -1.485 0.992 -1.609
H24 -1.338 0.387 -3.283
C19 0.871 2.690 -2.338
H25 -1.289 3.125 -2.642
H26 -0.400 2.450 -4.029
H27 0.758 3.319 -1.439
H28 1.548 3.217 -3.025
C20 1.308 4.513 2.305
C21 1.194 3.359 1.512
C22 0.887 2.141 2.097
C23 0.677 2.038 3.503
C24 0.874 3.204 4.297
C25 1.180 4.423 3.697
N1 0.238 0.847 4.001
C26 0.593 0.320 5.201
C27 1.810 0.632 5.876
C28 2.152 -0.024 7.055
C29 1.292 -0.981 7.606
C30 0.095 -1.319 6.951
C31 -0.248 -0.689 5.760
H29 1.505 5.479 1.837
H30 1.348 3.398 0.436
H31 0.830 1.223 1.504
H32 0.775 3.110 5.378
H33 1.320 5.306 4.324
H34 2.462 1.384 5.427
H35 3.101 0.222 7.537
H36 1.565 -1.478 8.540
H37 -0.569 -2.079 7.364
H38 -1.164 -0.934 5.222

This record from the Open Molecules 2025 dataset describes a cluster of 2 separate species, C37H36N3 in total. The level of theory is the ωB97M-V functional and the def2-TZVPD basis.

Output
total charge: +1
HOMO-LUMO gap: 5.075 eV
LUMO level: -4.0 eV
HOMO level: -0.334 hartree
energy relative to the best compared isomer or geometry (same formula, charge and spin): 0.0 kcal/mol

Atoms and positions in Å:
C1 3.787 -2.391 2.328
C2 3.206 -1.309 1.655
C3 1.971 -0.816 2.054
C4 1.335 -1.326 3.216
C5 0.164 -0.732 3.796
C6 -0.622 0.255 3.146
N1 -1.943 -0.022 2.969
C7 -2.416 -1.384 3.149
C8 -3.901 -1.348 2.774
C9 -4.323 0.116 2.892
C10 -3.030 0.951 2.960
C11 -0.033 1.536 2.708
C12 1.200 1.953 3.258
C13 1.617 3.279 3.156
C14 0.967 4.132 2.258
C15 -0.117 3.656 1.507
C16 -0.620 2.372 1.731
C17 1.874 -2.504 3.802
C18 3.097 -3.003 3.384
H1 4.760 -2.773 2.016
H2 3.711 -0.858 0.799
H3 1.472 -0.033 1.482
H4 -0.319 -1.313 4.585
H5 -1.827 -2.086 2.544
H6 -2.307 -1.692 4.200
H7 -4.011 -1.712 1.749
H8 -4.480 -2.001 3.430
H9 -4.934 0.432 2.041
H10 -4.906 0.282 3.804
H11 -3.020 1.586 3.867
H12 -2.974 1.629 2.100
H13 1.819 1.215 3.766
H14 2.455 3.630 3.763
H15 1.321 5.154 2.123
H16 -0.578 4.288 0.747
H17 -1.446 2.007 1.118
H18 1.307 -3.004 4.592
H19 3.526 -3.873 3.886
C19 -2.754 3.203 7.366
N2 -2.033 2.007 6.976
C20 -0.730 1.987 6.581
C21 -0.304 0.652 6.461
C22 1.000 0.227 6.109
C23 1.696 -0.818 6.739
C24 1.303 -1.735 7.745
N3 2.339 -2.582 8.018
C25 2.373 -3.574 9.078
C26 3.438 -2.258 7.213
C27 3.087 -1.136 6.435
C28 4.022 -0.569 5.582
C29 5.282 -1.175 5.485
C30 5.598 -2.326 6.225
C31 4.674 -2.882 7.122
C32 -1.466 -0.183 6.727
C33 -2.523 0.703 7.058
C34 -3.797 0.281 7.403
C35 -4.028 -1.103 7.402
C36 -3.015 -1.997 7.025
C37 -1.723 -1.549 6.690
H20 -3.816 2.969 7.449
H21 -2.396 3.581 8.335
H22 -2.599 3.985 6.616
H23 -0.145 2.898 6.464
H24 1.642 0.976 5.650
H25 0.359 -1.781 8.285
H26 3.161 -4.297 8.850
H27 2.594 -3.114 10.053
H28 1.403 -4.079 9.141
H29 3.752 0.315 5.007
H30 6.026 -0.755 4.808
H31 6.577 -2.788 6.108
H32 4.881 -3.760 7.732
H33 -4.555 1.014 7.669
H34 -5.003 -1.487 7.703
H35 -3.227 -3.067 7.011
H36 -0.925 -2.250 6.445

This record from the Open Molecules 2025 dataset describes a cluster of 2 separate species, C3H11NOS in total. The level of theory is the ωB97M-V functional and the def2-TZVPD basis.

Output
HOMO-LUMO gap: 9.800 eV
SMILES: CNCCS.O
LUMO level: 0.7 eV
HOMO level: -0.336 hartree
energy relative to the best compared isomer or geometry (same formula, charge and spin): 52.3 kcal/mol

Atoms and positions in Å:
C1 -0.649 -0.008 -2.334
N1 -0.271 0.448 -0.945
C2 -0.227 -0.647 -0.033
C3 0.292 -0.366 1.371
S1 0.470 -1.771 2.693
H1 0.052 0.200 -3.117
H2 -0.680 -1.152 -2.328
H3 -1.696 0.297 -2.436
H4 0.609 0.952 -0.974
H5 0.289 -1.546 -0.394
H6 -1.276 -0.977 0.184
H7 -0.060 0.543 1.840
H8 1.387 -0.125 1.094
H9 -0.443 -2.531 3.311
O1 0.156 3.618 -2.778
H10 -0.504 2.917 -2.708
H11 -0.369 4.300 -3.214

This record from the Open Molecules 2025 dataset describes a cluster of 3 separate species, C4H13NO2 in total. The level of theory is the ωB97M-V functional and the def2-TZVPD basis.

Output
HOMO-LUMO gap: 10.918 eV
SMILES: C=NCCC.O.O
LUMO level: 0.8 eV
HOMO level: -0.372 hartree
energy relative to the best compared isomer or geometry (same formula, charge and spin): 23.3 kcal/mol

Atoms and positions in Å:
C1 -0.899 0.419 -2.321
N1 -1.312 0.276 -1.142
C2 -0.463 -0.534 -0.274
C3 0.239 0.241 0.826
C4 1.047 -0.699 1.747
H1 -0.017 -0.065 -2.732
H2 -1.495 1.032 -2.986
H3 0.269 -1.069 -0.893
H4 -1.023 -1.354 0.196
H5 -0.514 0.797 1.394
H6 0.814 1.081 0.412
H7 2.063 -0.344 1.871
H8 1.078 -1.692 1.330
H9 0.522 -0.781 2.688
O1 -3.051 0.535 1.197
H10 -2.684 0.710 0.305
H11 -3.644 1.276 1.364
O2 2.892 0.010 -1.372
H12 2.554 -0.389 -0.561
H13 3.623 0.549 -1.049

This record from the Open Molecules 2025 dataset describes a cluster of 2 separate species, C3H3N2O2S2 in total. The level of theory is the ωB97M-V functional and the def2-TZVPD basis.

Output
total charge: -1
HOMO-LUMO gap (alpha / beta): 6.685 / 6.687 eV
LUMO level (alpha / beta): 3.3 / 3.3 eV
HOMO level (alpha / beta): -0.125 / -0.125 hartree
energy relative to the best compared isomer or geometry (same formula, charge and spin): 76.6 kcal/mol

Atoms and positions in Å:
C1 -1.965 0.099 1.116
C2 -2.635 -0.007 0.119
C3 0.620 -0.329 -0.840
N1 1.189 0.850 -0.841
N2 2.086 1.246 -0.002
O1 2.605 0.379 0.720
O2 2.391 2.434 0.089
S1 -0.379 -2.941 -0.204
S2 0.888 -1.557 0.323
H1 -1.344 0.296 1.912
H2 -3.239 -0.188 -0.748
H3 -0.216 -0.280 -1.643

This record from the Open Molecules 2025 dataset describes a structure of composition C7H9N. The level of theory is the ωB97M-V functional and the def2-TZVPD basis.

Output
HOMO-LUMO gap: 9.329 eV
LUMO level: 0.9 eV
HOMO level: -0.309 hartree
energy relative to the best compared isomer or geometry (same formula, charge and spin): 115.5 kcal/mol

Atoms and positions in Å:
C1 -2.498 -0.184 0.551
C2 -0.270 0.053 -0.352
C3 0.364 -1.143 -0.266
C4 1.722 -1.220 -0.072
C5 2.539 -0.104 0.132
C6 1.786 1.107 0.017
C7 0.514 1.226 -0.095
H1 -3.589 -0.293 -0.115
H2 -2.480 0.629 1.207
H3 -2.263 -1.135 0.773
H4 -1.724 1.031 -1.216
H5 -0.625 -1.977 -0.544
H6 2.368 -2.384 0.128
H7 3.562 -0.198 0.303
H8 2.492 2.109 0.141
H9 -0.236 2.345 -0.026
N1 -1.661 0.138 -0.564

This record from the Open Molecules 2025 dataset describes a cluster of 2 separate species, C21H26ClF3N2O6 in total. The level of theory is the ωB97M-V functional and the def2-TZVPD basis.

Output
HOMO-LUMO gap: 8.199 eV
SMILES: CC(C)(C)c1cc2c(cc1Cl)C=C(C(=O)O)[C@@H](C(F)(F)F)O2.CNC(=O)[C@H](CO)NC(C)=O
LUMO level: -0.5 eV
HOMO level: -0.320 hartree

Atoms and positions in Å:
C1 5.360 0.994 2.098
C2 5.505 0.115 0.841
C3 6.482 0.874 -0.088
C4 6.204 -1.217 1.179
C5 4.124 -0.144 0.194
C6 3.849 0.320 -1.114
C7 2.627 0.112 -1.745
C8 1.625 -0.602 -1.088
C9 1.855 -1.073 0.205
C10 3.075 -0.848 0.853
Cl1 3.183 -1.497 2.476
C11 0.380 -0.870 -1.792
C12 0.121 -0.217 -2.980
C13 -1.084 -0.520 -3.751
O1 -1.200 -0.060 -4.872
O2 -2.009 -1.315 -3.181
C14 1.101 0.843 -3.471
C15 0.641 2.270 -3.061
F1 0.671 2.438 -1.710
F2 -0.628 2.525 -3.479
F3 1.463 3.192 -3.632
O3 2.458 0.585 -3.024
H1 6.343 1.268 2.494
H2 4.819 1.915 1.856
H3 4.819 0.481 2.894
H4 6.667 0.308 -1.007
H5 7.447 1.028 0.406
H6 6.084 1.859 -0.350
H7 6.215 -1.873 0.303
H8 7.239 -1.043 1.490
H9 5.708 -1.745 1.995
H10 4.575 0.868 -1.700
H11 1.082 -1.627 0.730
H12 -0.319 -1.600 -1.391
H13 -2.734 -1.384 -3.820
H14 1.123 0.818 -4.565
C16 -5.487 -0.618 3.806
N1 -4.911 -1.785 3.135
C17 -4.479 -1.908 1.873
O4 -4.158 -3.029 1.491
C18 -4.368 -0.689 0.917
C19 -3.437 -0.969 -0.273
O5 -3.940 -2.044 -1.036
N2 -3.937 0.553 1.580
C20 -4.303 1.803 1.301
C21 -5.256 2.088 0.158
O6 -3.884 2.722 1.984
H15 -4.695 0.054 4.144
H16 -6.155 -0.079 3.131
H17 -6.061 -0.940 4.676
H18 -4.902 -2.651 3.653
H19 -5.370 -0.536 0.518
H20 -2.439 -1.215 0.091
H21 -3.372 -0.086 -0.910
H22 -3.968 -2.815 -0.447
H23 -3.300 0.470 2.356
H24 -4.847 1.695 -0.770
H25 -5.377 3.167 0.064
H26 -6.222 1.634 0.364

Number 7 is which compound?
C4H13NO2

What did the sixth record say?
This record from the Open Molecules 2025 dataset describes a cluster of 2 separate species, C3H11NOS in total. The level of theory is the ωB97M-V functional and the def2-TZVPD basis.

Output
HOMO-LUMO gap: 9.800 eV
SMILES: CNCCS.O
LUMO level: 0.7 eV
HOMO level: -0.336 hartree
energy relative to the best compared isomer or geometry (same formula, charge and spin): 52.3 kcal/mol

Atoms and positions in Å:
C1 -0.649 -0.008 -2.334
N1 -0.271 0.448 -0.945
C2 -0.227 -0.647 -0.033
C3 0.292 -0.366 1.371
S1 0.470 -1.771 2.693
H1 0.052 0.200 -3.117
H2 -0.680 -1.152 -2.328
H3 -1.696 0.297 -2.436
H4 0.609 0.952 -0.974
H5 0.289 -1.546 -0.394
H6 -1.276 -0.977 0.184
H7 -0.060 0.543 1.840
H8 1.387 -0.125 1.094
H9 -0.443 -2.531 3.311
O1 0.156 3.618 -2.778
H10 -0.504 2.917 -2.708
H11 -0.369 4.300 -3.214